The following is a DFT calculation (ωB97M-V/def2-TZVPD) of C40H38N2OPSTi as an isolated structure in a non-equilibrium geometry.

The calculation puts the frontier orbital gap (spin up / spin down) at 6.759 / 6.378 eV. The LUMO energy (spin up / spin down) is -2.70 / -2.72 eV. The value obtained for the molecular weight is 673.7 g/mol.

```
! wB97M-V def2-TZVPD RIJCOSX def2/J DEFGRID3
* xyz 1 1
Ti -0.449 -0.263 -0.072
S -0.028 4.485 -0.344
P 2.091 -0.286 -0.306
O 0.766 -0.561 4.057
N 1.638 1.877 1.968
N -0.140 -0.352 2.030
C 3.018 3.247 -2.081
C 4.108 1.703 -0.047
C 3.666 -1.981 -3.730
C -2.545 0.134 2.808
C -3.100 0.852 1.584
C 1.306 3.945 3.791
C 4.159 3.678 -1.422
C -2.893 -1.350 2.863
C 0.620 3.942 2.592
C -0.358 1.889 -0.416
C 0.138 2.913 0.370
C -0.500 0.064 4.334
C 2.294 1.895 3.129
C -0.425 -2.477 -1.067
C 2.187 -1.305 2.367
C 2.811 -1.465 -1.529
C -2.392 -0.551 -1.719
C 4.701 2.905 -0.404
C 3.744 -3.324 -3.402
C 2.424 2.047 -1.721
C -3.472 0.438 -2.063
C -0.878 2.479 -1.626
C -2.602 -1.491 -0.689
C 4.221 -1.379 1.099
C -1.049 0.406 2.954
C 2.968 1.260 -0.708
C 4.848 -2.094 2.105
C 2.175 2.901 4.071
C -1.223 -0.688 -2.496
C 0.821 2.896 1.682
C 0.861 -0.747 2.740
C 3.379 -3.740 -2.128
C 2.819 -2.049 3.368
C -0.750 3.830 -1.732
C 2.886 -0.989 1.192
C 3.208 -1.055 -2.799
C -0.257 -1.627 -2.182
C 4.133 -2.459 3.234
C -1.643 -2.437 -0.369
C 2.921 -2.818 -1.201
H -1.114 -0.646 4.887
H 4.598 -3.043 4.016
H 2.743 2.864 4.991
H 3.971 -1.640 -4.711
H -3.529 -1.460 -0.130
H -3.332 0.840 -3.065
H 2.956 1.053 3.310
H -0.075 4.736 2.359
H -1.071 -0.039 -3.348
H -1.823 -3.140 0.432
H -3.001 0.615 3.682
H -1.318 1.916 -2.434
H -0.305 0.940 4.948
H 4.106 -4.042 -4.126
H -2.332 -1.917 2.122
H 1.162 4.752 4.498
H 2.679 -3.155 -0.199
H -2.532 0.647 0.668
H -3.049 1.935 1.705
H -0.880 1.463 2.739
H -4.136 0.571 1.387
H 4.531 1.130 0.767
H -4.448 -0.045 -2.026
H 5.886 -2.380 1.995
H 5.586 3.241 0.122
H 3.172 -0.011 -3.075
H -3.482 1.280 -1.369
H 2.578 3.850 -2.864
H -1.053 4.459 -2.555
H 0.308 -3.235 -0.844
H -2.679 -1.787 3.839
H 3.464 -4.783 -1.851
H 1.510 1.738 -2.216
H 0.635 -1.707 -2.786
H 4.620 4.619 -1.692
H 4.777 -1.142 0.200
H 2.277 -2.293 4.270
H -3.957 -1.499 2.673
*
```

The following is a DFT calculation (ωB97M-V/def2-TZVPD) of a 6-piece molecular cluster, C40H39F6N8O4S2 overall in a non-equilibrium geometry.

The calculation puts the frontier orbital gap at 6.329 eV. The LUMO energy is -4.67 eV. The value obtained for the molecular weight is 873.9 g/mol.

```
! wB97M-V def2-TZVPD RIJCOSX def2/J DEFGRID3
* xyz 1 1
S 1.992 0.867 -7.991
S -2.089 -0.044 -4.337
F -3.624 0.485 -1.485
F -4.707 -0.172 -3.976
F -3.592 -2.024 -3.908
F 3.828 1.548 -4.976
F -2.515 -1.412 -1.504
F -4.664 -1.404 -1.524
O -0.972 -0.824 -3.909
O -2.038 1.456 -3.752
O -0.975 3.147 -4.731
O -2.341 -0.057 -5.733
N 1.646 -7.158 2.513
N -1.108 5.843 -2.569
N 4.653 2.404 1.625
N 0.910 -2.201 2.340
N 3.004 0.871 -3.004
N 1.379 2.478 -5.825
N -4.252 -3.182 5.261
N -0.534 3.421 -0.854
C 2.144 -1.475 -0.774
C -1.116 -6.845 2.698
C 6.603 3.332 0.578
C 2.061 0.704 -2.057
C -0.430 2.239 -0.427
C -3.580 -0.762 -1.958
C 6.368 4.557 1.184
C -0.525 -2.870 4.634
C 2.199 0.748 0.507
C 0.844 -2.669 4.692
C -1.223 8.442 -3.562
C 5.266 4.691 2.012
C -6.442 -4.106 5.582
C 1.544 1.880 -4.551
C 0.509 1.711 -3.622
C 5.718 2.296 0.830
C 2.112 -2.112 -2.179
C 0.843 -8.197 2.736
C -0.297 -5.751 2.468
C -0.538 -8.096 2.835
C 1.071 -5.964 2.382
C -7.013 -2.851 5.445
C -1.965 7.430 -4.149
C 1.550 1.735 -6.794
C 4.445 3.589 2.200
C -0.313 0.996 -1.329
C -6.186 -1.764 5.214
C -1.874 6.154 -3.616
C -5.064 -4.216 5.484
C -3.610 -0.745 -3.509
C -0.423 8.137 -2.473
C -4.820 -1.983 5.129
C -0.409 -2.401 2.305
C 2.787 1.435 -4.185
C -0.401 6.828 -2.019
C -0.855 2.170 -4.087
C -1.169 -2.735 3.416
C 0.773 1.139 -2.362
C 2.541 0.025 -0.798
C 1.511 -2.336 3.523
H -6.590 -0.767 5.101
H 2.583 -2.168 3.526
H 0.171 8.897 -1.984
H 1.216 -1.833 -2.738
H 7.454 3.183 -0.073
H 2.129 -3.197 -2.086
H 2.906 -2.007 -0.209
H 1.158 -1.622 -0.339
H -0.704 -4.760 2.356
H -7.050 -4.981 5.762
H -2.442 5.336 -4.043
H -1.267 9.452 -3.948
H 2.997 -1.854 -2.771
H -4.138 -1.159 4.947
H -2.237 -2.886 3.332
H -0.497 3.469 -1.874
H -0.874 -2.288 1.329
H -1.140 -8.976 3.015
H -0.094 0.109 -0.738
H -8.085 -2.723 5.516
H 1.386 -2.767 5.622
H -2.190 -6.724 2.771
H -4.576 -5.179 5.589
H -0.464 2.068 0.648
H 0.212 6.544 -1.170
H 3.575 3.650 2.844
H -1.087 -3.131 5.522
H 3.946 0.555 -2.790
H 5.866 1.320 0.376
H 5.046 5.628 2.504
H 2.835 0.418 1.321
H 1.748 -5.135 2.199
H 7.034 5.392 1.014
H 1.337 -9.157 2.839
H 1.174 0.570 0.827
H -2.602 7.625 -5.001
H -1.290 0.843 -1.755
H 3.638 0.028 -0.856
H 2.277 1.825 0.353
*
```